Density functional theory data (the ωB97M-V functional and the def2-TZVPD basis) for an isolated molecule of Cl2P2S in a non-equilibrium geometry.

For the total energy, the calculation gives -54458.5242 eV. The LUMO energy is -0.077 Ha. For the frontier orbital gap, the calculation gives 6.8824 eV. For the highest occupied orbital energy, the calculation gives -8.97 eV. Its SMILES is S=P#P(Cl)Cl.

Geometry as ORCA input:
```
! RIJCOSX wB97M-V def2-TZVPD def2/J DEFGRID3
* xyz 0 1
S 2.67189 0.27321 -0.34359
P 1.11686 -0.03600 0.76628
P -0.57854 -0.11967 -0.73774
Cl -1.58353 -1.66186 0.04203
Cl -1.62668 1.54432 0.27302
*
```

Density functional theory data (the ωB97M-V functional and the def2-TZVPD basis) for an isolated molecule of C3H6N4O in a non-equilibrium geometry.

For the total energy, the calculation gives -11210.4293 eV. The LUMO energy is 0.010 Ha. For the frontier orbital gap, the calculation gives 9.1689 eV. For the highest occupied orbital energy, the calculation gives -8.89 eV. Its SMILES is CN/N=C(/C#N)NO.

Geometry as ORCA input:
```
! RIJCOSX wB97M-V def2-TZVPD def2/J DEFGRID3
* xyz 0 1
C 0.43613 -1.91547 -0.22059
N 0.83109 -0.66598 -1.06565
N 1.27670 0.35818 -0.25490
C 0.24560 0.93845 0.28825
C 0.18501 1.86321 1.47085
N 0.09856 2.80035 2.20778
N -0.94075 0.48001 -0.01499
O -2.10744 1.07533 0.57565
H -0.46512 -1.54913 0.28685
H 0.36517 -2.82317 -0.95625
H 1.26989 -2.07967 0.29908
H 1.64153 -0.78637 -1.77976
H -0.86958 0.37719 -1.17526
H -1.96679 1.92708 0.33895
*
```

Density functional theory data (the ωB97M-V functional and the def2-TZVPD basis) for an isolated molecule of C22H26FN3O4.

For the total energy, the calculation gives -38613.9350 eV. The LUMO energy is 0.024 Ha. For the frontier orbital gap, the calculation gives 9.1964 eV. For the highest occupied orbital energy, the calculation gives -8.53 eV. Its SMILES is CCN1CCN(C(=O)c2ccc(OCC(=O)Nc3ccc(F)cc3)c(OC)c2)CC1.

Geometry as ORCA input:
```
! RIJCOSX wB97M-V def2-TZVPD def2/J DEFGRID3
* xyz 0 1
C 0.38937 6.19672 -1.63357
C 0.07177 4.70748 -1.70068
N 0.84310 3.94380 -0.73348
C 0.28343 2.62824 -0.49521
C 1.02579 1.96371 0.66620
N 2.43053 1.87457 0.35763
C 3.15768 0.74226 0.23837
O 4.34305 0.74781 -0.03605
C 2.40858 -0.53695 0.47464
C 2.56733 -1.24583 1.65415
C 1.87207 -2.42558 1.83786
C 1.02955 -2.93454 0.85531
O 0.35213 -4.07307 1.22341
C -0.70285 -4.59043 0.44238
C -1.80210 -3.58185 0.09550
O -2.56819 -3.75637 -0.82183
N -1.81615 -2.51342 0.94512
C -2.36788 -1.25064 0.73595
C -3.23760 -0.97945 -0.31796
C -3.70502 0.30631 -0.51465
C -3.30918 1.30936 0.35080
F -3.75213 2.57049 0.14917
C -2.45973 1.06054 1.41393
C -1.98752 -0.22374 1.59989
C 0.91591 -2.24911 -0.36839
O 0.11669 -2.79434 -1.33377
C -0.21807 -2.02616 -2.46446
C 1.59909 -1.05160 -0.53006
C 3.01372 3.16277 0.05376
C 2.24549 3.81948 -1.09175
H -0.33819 6.75093 -2.22064
H 0.33978 6.53446 -0.60229
H 1.37854 6.41587 -2.02617
H -0.98349 4.56693 -1.45302
H 0.22915 4.33583 -2.72895
H -0.77151 2.73404 -0.23558
H 0.35595 1.98111 -1.39055
H 0.61537 0.97346 0.86438
H 0.90525 2.58941 1.55848
H 3.21758 -0.87041 2.42793
H 1.95769 -2.98214 2.75794
H -1.13265 -5.39219 1.05233
H -0.34270 -5.02378 -0.49618
H -1.18508 -2.56947 1.73492
H -3.53202 -1.77647 -0.98000
H -4.37310 0.53406 -1.32976
H -2.17391 1.86243 2.07566
H -1.31369 -0.43412 2.41831
H -0.97994 -2.60600 -2.98307
H 0.64522 -1.88268 -3.12107
H -0.63528 -1.05511 -2.17894
H 1.51495 -0.50878 -1.45794
H 4.05835 3.00362 -0.21719
H 2.95529 3.80046 0.94205
H 2.65723 4.81251 -1.26926
H 2.37417 3.21708 -2.01035
*
```

Density functional theory data (the ωB97M-V functional and the def2-TZVPD basis) for a structure of composition CH8Nb in a non-equilibrium geometry.

For the total energy, the calculation gives -2710.1731 eV. The LUMO energy is 0.111 Ha. For the frontier orbital gap, the calculation gives 7.5502 eV. For the highest occupied orbital energy, the calculation gives -4.52 eV.

Geometry as ORCA input:
```
! RIJCOSX wB97M-V def2-TZVPD def2/J DEFGRID3
* xyz -1 1
C 1.46398 -0.02055 0.07106
Nb -0.83635 0.00939 0.02196
H 1.80247 0.89704 -0.61360
H 1.78270 -1.00027 -0.50217
H 1.91765 0.04018 1.15692
H -0.90624 1.76440 0.54360
H -0.98957 -0.53619 1.74031
H -0.88077 -1.72636 -0.54711
H -0.70864 0.53504 -1.70959
H -2.64522 0.03734 -0.16139
*
```

Density functional theory data (the ωB97M-V functional and the def2-TZVPD basis) for a structure of composition C41H38N2O7PtTe.

For the total energy, the calculation gives -70986.3672 eV. The LUMO energy (alpha / beta) is -0.002 / -0.037 Ha. For the frontier orbital gap (alpha / beta), the calculation gives 7.2939 / 6.9975 eV. As for the expectation value of S²: 2.010. For the highest occupied orbital energy (alpha / beta), the calculation gives -7.35 / -7.99 eV.

Geometry as ORCA input:
```
! RIJCOSX wB97M-V def2-TZVPD def2/J DEFGRID3
* xyz 0 3
Pt -1.85162 -0.94330 -0.02776
C 4.16800 -1.74817 3.65672
C 3.03734 -1.75717 2.66270
C 3.26857 -1.81752 1.29139
C 2.23741 -1.86391 0.37142
C 2.58480 -2.02364 -1.07657
O 2.08714 -2.88694 -1.76421
C 3.57921 -1.06277 -1.65610
C 4.35641 -1.47347 -2.73531
C 5.23666 -0.58746 -3.33332
C 5.32386 0.72200 -2.87395
C 4.53752 1.14064 -1.81058
C 3.67649 0.24496 -1.19375
C 0.88788 -1.80456 0.78850
O -0.03191 -1.80840 -0.13964
C 0.63193 -1.68762 2.18619
C 1.72117 -1.69240 3.07354
C -0.71027 -1.49883 2.76585
N -1.79727 -1.44191 2.07686
C -3.08527 -1.08115 2.68957
C -3.25798 0.43799 2.72012
Te -2.82931 1.33131 0.78608
C -1.02987 2.17702 1.48875
C -1.08331 3.23675 2.38701
C 0.08993 3.73835 2.93479
C 1.31480 3.18891 2.58024
C 1.36747 2.14722 1.66514
C 0.19646 1.64392 1.11435
C -0.78062 -1.29752 4.25114
C -1.10173 -2.34746 5.10163
C -1.16732 -2.13390 6.47155
C -0.91075 -0.87353 6.99269
C -0.58221 0.17449 6.14316
C -0.51253 -0.03567 4.77388
H 5.13270 -1.74529 3.14982
H 4.13610 -2.62667 4.30399
H 4.12659 -0.86646 4.29904
H 4.29062 -1.84107 0.92645
H 4.25176 -2.48963 -3.09347
H 5.85025 -0.91228 -4.16417
H 6.00119 1.41890 -3.35156
H 4.58590 2.16606 -1.46745
H 3.05182 0.57314 -0.37198
H 1.52449 -1.62659 4.13514
H -3.17546 -1.49000 3.69652
H -3.85844 -1.53406 2.06888
H -2.57301 0.89801 3.43006
H -4.27771 0.69538 3.00473
H -2.03455 3.67428 2.66629
H 0.04581 4.56405 3.63373
H 2.22850 3.58190 3.00786
H 2.31988 1.71767 1.37813
H 0.24571 0.84049 0.38920
H -1.29631 -3.33109 4.69039
H -1.41699 -2.95411 7.13196
H -0.96225 -0.70888 8.06109
H -0.37339 1.15732 6.54593
H -0.23660 0.77550 4.10664
O -5.01439 -2.59162 -1.79703
C -4.24123 -1.66383 -1.91285
O -3.84317 -0.85139 -0.98982
C -3.68924 -1.40837 -3.34226
N -2.85976 -0.14670 -3.39384
C -3.53854 0.84531 -4.29322
C -4.98072 0.36754 -4.30281
C -4.81910 -1.15156 -4.34208
H -3.06295 -2.25590 -3.61378
H -1.89080 -0.29810 -3.67253
H -2.79414 0.26541 -2.44490
H -3.09103 0.76058 -5.28267
H -3.35899 1.83995 -3.89377
H -5.52834 0.76462 -5.15513
H -5.49181 0.67860 -3.38937
H -4.52725 -1.47034 -5.34480
H -5.70565 -1.70583 -4.04639
O 1.10813 3.74704 -3.59471
C 1.09186 2.40939 -3.67835
C 1.97469 1.77953 -4.56132
C 2.00714 0.40245 -4.65223
C 1.17941 -0.38391 -3.85152
C 0.29845 0.24513 -2.99059
C 0.20692 1.63616 -2.91235
C -0.82977 2.31418 -2.05692
O -0.68960 3.52858 -1.81390
O -1.81978 1.60639 -1.67706
H 0.46445 3.96645 -2.86571
H 2.63280 2.40008 -5.15636
H 2.70834 -0.06999 -5.32971
H 1.25241 -1.46374 -3.86675
H -0.30605 -0.34901 -2.31455
*
```

Density functional theory data (the ωB97M-V functional and the def2-TZVPD basis) for a structure of composition C49H52ClN7O2P2PbS2.

For the total energy, the calculation gives -124192.4167 eV. The LUMO energy is -0.179 Ha. For the frontier orbital gap, the calculation gives 7.3305 eV. For the highest occupied orbital energy, the calculation gives -12.21 eV.

Geometry as ORCA input:
```
! RIJCOSX wB97M-V def2-TZVPD def2/J DEFGRID3
* xyz 2 1
Pb 0.09823 1.15116 0.27522
C -0.65760 -3.10890 -5.32985
C -0.50831 -3.87313 -4.02369
N 0.44098 -3.24631 -3.10288
C 0.11009 -2.19569 -2.33645
S 1.49541 -1.55977 -1.32434
N -1.04529 -1.65778 -2.38446
N -1.38224 -0.62513 -1.52801
C -2.60279 -0.25170 -1.67134
C -3.55197 -0.83684 -2.67544
C -3.14050 0.82153 -0.79483
C -4.51761 0.97092 -0.67771
C -5.03419 1.97414 0.12589
C -4.16338 2.81469 0.78916
C -2.80568 2.59717 0.63753
N -2.30112 1.63094 -0.13040
H -1.36266 -3.62268 -5.98254
H 0.29685 -3.03994 -5.85185
H -1.02883 -2.10122 -5.14662
H -0.14552 -4.88546 -4.20207
H -1.46459 -3.94166 -3.50432
H 1.41345 -3.49459 -3.16808
H -3.01055 -1.37527 -3.44333
H -4.15135 -0.05249 -3.13460
H -4.23212 -1.53698 -2.18422
H -5.18281 0.30430 -1.20257
H -6.10463 2.09421 0.22568
H -4.51636 3.61801 1.41922
H -2.09161 3.21213 1.16917
C -3.33448 -6.21514 3.75339
S -2.33603 -7.42618 2.86092
C -0.77285 -6.52549 2.77601
C -0.84185 -5.30097 1.87377
C 0.50466 -4.60619 1.79590
N 0.47213 -3.35904 0.96062
P -0.20349 -1.88346 1.65625
C -2.00362 -2.05973 1.47455
C -2.56480 -2.84041 0.46483
C -3.93868 -2.87373 0.28579
C -4.76459 -2.10055 1.09254
C -4.20972 -1.28621 2.06862
C -2.83523 -1.26106 2.25982
C 0.09732 -2.12136 3.43216
C 1.34628 -1.73442 3.91998
C 1.68250 -1.96179 5.24734
C 0.77163 -2.56846 6.09964
C -0.47701 -2.95298 5.62490
C -0.81124 -2.73756 4.29846
P 1.80819 -3.08735 0.02633
C 3.18373 -2.50436 1.00896
C 3.53726 -1.15611 1.06648
C 4.49484 -0.73461 1.97477
C 5.09508 -1.65200 2.82526
C 4.74494 -2.99518 2.77202
C 3.78921 -3.42494 1.86851
C 2.24304 -4.60772 -0.80310
C 3.56970 -4.81222 -1.18250
C 3.90809 -5.94767 -1.90249
C 2.92907 -6.87114 -2.24055
C 1.60494 -6.66476 -1.86866
C 1.25602 -5.53115 -1.15704
H -4.28659 -6.69447 3.97039
H -3.52438 -5.32273 3.15675
H -2.85526 -5.94939 4.69574
H -0.04154 -7.24401 2.39918
H -0.46665 -6.24598 3.78788
H -1.58588 -4.60826 2.26166
H -1.17934 -5.60280 0.87950
H 1.24342 -5.28989 1.37710
H 0.84894 -4.33715 2.79671
H -1.92398 -3.43606 -0.17389
H -4.36818 -3.51240 -0.47598
H -5.83838 -2.13593 0.96110
H -4.84822 -0.67504 2.69332
H -2.41126 -0.61362 3.01610
H 2.05000 -1.23386 3.26714
H 2.65255 -1.65590 5.61703
H 1.02943 -2.73908 7.13655
H -1.18944 -3.42235 6.29055
H -1.78707 -3.04138 3.94271
H 3.06851 -0.42712 0.41808
H 4.76731 0.31065 2.02132
H 5.84279 -1.31896 3.53260
H 5.21901 -3.70746 3.43332
H 3.52047 -4.47396 1.82720
H 4.33418 -4.09456 -0.91199
H 4.93625 -6.11397 -2.19260
H 3.19870 -7.75987 -2.79525
H 0.84788 -7.39086 -2.13261
H 0.22450 -5.36213 -0.87457
N 1.04739 3.60471 1.05260
C 1.91691 4.38554 0.20615
C 2.60935 5.46328 0.68263
C 3.43977 6.22946 -0.16306
C 3.55701 5.91101 -1.48275
C 2.85630 4.80053 -2.01021
C 2.92538 4.43319 -3.37250
C 2.22021 3.35307 -3.81665
C 1.45468 2.62584 -2.88573
N 1.36511 2.92941 -1.61358
C 2.04033 4.01980 -1.16018
H 1.56174 3.23541 1.84810
H 0.32709 4.20638 1.44358
H 2.51147 5.73892 1.72583
H 3.97410 7.07666 0.24381
H 4.18038 6.50080 -2.14242
H 3.53439 5.01740 -4.05099
H 2.24325 3.05165 -4.85401
H 0.89774 1.75260 -3.21548
Cl 0.09481 3.43636 4.65732
C 0.10116 1.64794 4.56649
C 0.22205 1.31678 3.09472
O 1.32738 1.12859 2.56900
O -0.87048 1.32669 2.42410
H -0.84337 1.30311 4.97442
H 0.94710 1.27835 5.13615
*
```